[1]
Below is C20H39Cl3GaN3O3Si as an isolated structure at a distorted geometry, with properties calculated with wB97M-V/def2-TZVPD.

Positions of all 70 atoms, in Å:
Ga -0.82 1.92 1.88
Cl -2.74 3.21 1.70
Cl -1.33 0.43 0.53
Cl 1.11 3.05 1.31
Si -0.46 2.49 -2.27
O -0.30 -1.57 -1.85
O -0.80 2.77 3.69
O 2.24 -0.49 1.39
N 2.83 -1.85 -0.37
N -0.14 0.11 2.93
N -0.38 5.06 3.68
C -1.27 -2.14 -1.07
C 0.31 -3.94 1.87
C -1.43 2.11 -3.81
C 3.31 -3.16 -0.81
C 2.93 -0.77 -1.34
C 1.05 5.06 4.01
C -1.02 -2.76 0.23
C 0.20 -3.31 0.63
C 2.65 -1.57 0.95
C -2.06 -3.51 2.29
C -0.94 6.16 2.89
C -2.15 -2.86 1.07
C 1.38 2.81 -2.25
C -1.16 4.10 -1.50
C -0.10 -5.12 -3.38
C -1.14 3.98 3.94
C -1.82 -2.56 -3.58
C -0.97 -2.90 -2.38
C -0.82 -4.04 2.70
C -0.39 -4.18 -2.26
H -1.29 -1.86 -4.23
H 0.44 -4.72 -4.26
H -2.25 4.07 -1.39
H 1.57 3.64 -1.55
H 1.49 4.14 3.60
H 2.39 -1.06 -2.25
H -0.10 6.67 2.40
H -1.00 -5.66 -3.73
H -0.72 -4.54 3.65
H 4.19 -3.05 -1.45
H -0.79 1.62 -4.57
H -2.05 -3.46 -4.14
H -0.32 0.18 3.93
H -3.11 -2.52 0.67
H -0.15 -4.58 -1.27
H -2.21 -1.59 -1.09
H 0.86 -0.06 2.73
H 2.53 -3.68 -1.38
H 1.97 1.94 -1.93
H -2.11 4.19 4.42
H -2.27 1.43 -3.58
H -2.76 -2.11 -3.24
H 3.99 -0.62 -1.61
H 2.51 0.14 -0.92
H 1.64 3.10 -3.27
H 1.49 5.95 3.53
H -2.96 -3.66 2.89
H -1.82 3.08 -4.18
H 2.91 -2.42 1.61
H 1.02 -3.37 -0.08
H -0.90 4.94 -2.17
H -1.49 6.89 3.51
H 1.27 -4.40 2.18
H -0.68 -0.69 2.51
H 3.56 -3.76 0.07
H 0.58 -5.89 -2.97
H -1.63 5.74 2.13
H -0.78 4.37 -0.51
H 1.22 5.12 5.09

- charge = 0
- orbital gap (alpha / beta) (eV) = 7.97 / 5.15
- relative energy (zero: lowest compared OMol25 entry of this formula, charge and spin) (kcal/mol) = 156.6
- E_tot (a.u.) = -4770.30202
- HOMO energy (alpha / beta) (eV) = -7.73 / -5.36

Atom charges from the Mulliken analysis, given in e for atoms 1 to 6: number 1, Ga, carries 0.918; number 2, Cl, carries -0.485; number 3, Cl, carries -0.188; number 4, Cl, carries -0.494; number 5, Si, carries 0.268; number 6, O, carries -0.183

[2]
Below is C20H39MoO5S2Se2SiTe2 as an isolated structure at a distorted geometry, with properties calculated with wB97M-V/def2-TZVPD.

Positions of all 72 atoms, in Å:
Te -3.84 -0.89 1.20
Te -3.67 1.31 -0.37
Mo -0.79 0.07 0.21
Se -1.55 2.36 0.56
Se -1.79 -2.15 0.43
S 0.26 -0.13 -2.90
S 1.28 -0.03 0.56
Si 5.27 -0.17 0.08
O 4.90 1.34 0.23
O -1.02 0.06 2.55
O -0.76 0.15 -1.68
O 5.32 -0.78 -1.36
O 5.42 -1.09 1.32
C -0.88 0.03 -4.24
C -0.22 -2.83 -3.01
C 4.56 1.81 2.62
C 6.20 -2.31 1.75
C 7.10 0.39 -2.53
C 5.74 -2.59 3.16
C 2.49 -3.35 -2.54
C 5.86 -3.43 0.79
C 2.10 -5.84 -2.74
C 7.66 -1.92 1.70
C 4.69 0.80 -3.12
C 1.60 -4.41 -2.73
C 2.05 -2.04 -2.60
C 6.43 2.87 1.32
C 5.72 -0.23 -2.70
C 4.99 2.41 1.30
C 0.25 -4.13 -2.94
C 4.05 3.49 0.83
C 5.75 -1.42 -3.63
C 0.70 -1.79 -2.85
H 6.38 -2.21 -3.22
H 5.89 -1.72 3.80
H 4.96 1.21 -4.09
H 3.02 3.11 0.77
H 6.55 3.66 2.07
H 7.87 -1.08 2.36
H 6.16 -1.13 -4.59
H 4.06 4.32 1.55
H 2.76 -1.22 -2.46
H 6.13 -3.16 -0.23
H 3.54 -3.56 -2.37
H 5.25 1.03 2.96
H 2.84 -6.00 -1.96
H 3.70 0.33 -3.21
H 1.29 -6.55 -2.61
H 6.72 3.27 0.35
H 4.63 1.62 -2.40
H 2.58 -6.05 -3.70
H -1.27 -2.65 -3.17
H 4.80 -3.68 0.85
H 4.35 3.88 -0.14
H 6.31 -3.42 3.57
H -0.46 -4.95 -3.06
H 4.54 2.59 3.38
H 7.96 -1.66 0.68
H 4.74 -1.82 -3.79
H -0.26 0.11 -5.14
H 4.68 -2.87 3.18
H 7.10 2.05 1.59
H -0.75 0.82 3.08
H 7.07 1.22 -1.81
H -1.55 -0.82 -4.29
H 7.45 0.79 -3.48
H 8.28 -2.76 2.02
H 6.43 -4.32 1.07
H -1.42 0.97 -4.08
H 7.82 -0.36 -2.19
H 3.55 1.37 2.55
H -0.90 -0.74 3.08

- charge = +3
- orbital gap (alpha / beta) (eV) = 5.87 / 5.87
- E_tot (a.u.) = -7653.90019
- HOMO energy (alpha / beta) (eV) = -16.41 / -16.41

Atom charges from the Mulliken analysis, given in e for atoms 1 to 6: number 1, Te, carries 0.231; number 2, Te, carries 0.175; number 3, Mo, carries -0.181; number 4, Se, carries -0.116; number 5, Se, carries -0.088; number 6, S, carries 0.605

Among the records above, which one has the highest charge?
C20H39MoO5S2Se2SiTe2